{
  "formula": "C21H25N2O2",
  "method": "ωB97M-V with the def2-TZVPD basis set",
  "gap_ev": 6.1998,
  "homo_energy_ha": -0.393,
  "charge": 1,
  "largest_force_ev_per_a": 2.686,
  "e_above_lowest_kj_mol": 0.0,
  "species": ["C", "C", "O", "C", "C", "C", "N", "C", "C", "O", "H", "H", "H", "H", "H", "H", "H", "H", "H", "H", "H", "H", "H", "C", "C", "N", "C", "C", "C", "C", "C", "C", "C", "C", "C", "C", "C", "C", "H", "H", "H", "H", "H", "H", "H", "H", "H", "H", "H", "H"],
  "positions_angstrom": [[3.896, -1.755, 3.167], [3.066, -0.501, 3.101], [1.743, -0.840, 2.642], [0.785, 0.003, 3.094], [-0.541, -0.369, 2.603], [-1.602, -0.204, 3.448], [-2.822, -0.746, 3.280], [-3.841, -0.650, 4.308], [-3.126, -1.582, 2.135], [1.038, 0.962, 3.829], [4.950, -1.489, 3.277], [3.614, -2.345, 4.046], [3.773, -2.381, 2.279], [2.998, -0.044, 4.092], [3.474, 0.222, 2.384], [-0.554, -0.995, 1.707], [-1.479, 0.379, 4.370], [-3.488, 0.005, 5.113], [-4.758, -0.231, 3.876], [-4.085, -1.645, 4.712], [-2.386, -1.405, 1.348], [-3.134, -2.650, 2.415], [-4.128, -1.319, 1.768], [0.786, 2.645, 0.728], [0.087, 3.147, 1.912], [-0.975, 3.945, 1.871], [-1.471, 4.678, 2.978], [-0.850, 4.895, 4.190], [-1.485, 5.770, 5.093], [-2.712, 6.381, 4.763], [-3.310, 6.171, 3.511], [-2.664, 5.331, 2.601], [-2.931, 4.981, 1.230], [-1.873, 4.146, 0.785], [-1.838, 3.634, -0.496], [-2.896, 3.966, -1.365], [-3.962, 4.776, -0.928], [-3.986, 5.295, 0.374], [1.761, 2.282, 1.085], [0.269, 1.787, 0.271], [0.950, 3.417, -0.038], [0.509, 2.975, 2.896], [0.102, 4.409, 4.388], [-1.021, 5.981, 6.058], [-3.206, 7.026, 5.495], [-4.259, 6.625, 3.221], [-1.002, 3.015, -0.799], [-2.884, 3.585, -2.388], [-4.787, 4.988, -1.613], [-4.804, 5.912, 0.750]],
  "atomic_forces_ev_per_a": [[0.0, -0.3, 0.1], [0.4, 0.0, -0.1], [-0.4, 0.6, 0.5], [-0.1, 0.5, 0.1], [0.5, -0.1, 0.1], [-0.1, -0.2, -0.2], [0.2, 0.3, 0.1], [-0.1, 0.0, 0.0], [-0.2, -0.1, 0.0], [-0.3, -0.6, -0.6], [-0.1, 0.0, -0.1], [0.0, 0.0, -0.2], [0.1, 0.2, 0.1], [0.0, 0.1, -0.3], [0.0, 0.0, 0.2], [0.0, 0.1, 0.6], [0.1, -0.3, -0.4], [-0.2, -0.2, -0.2], [0.1, 0.0, 0.1], [0.1, 0.3, 0.0], [-0.4, -0.2, 0.1], [0.1, 0.3, -0.1], [0.3, -0.1, 0.0], [0.7, -0.7, 0.0], [-1.6, 2.0, -0.1], [1.8, -2.0, -0.2], [-0.8, 1.0, 0.7], [-0.2, 0.2, 0.2], [-0.2, -0.2, -0.4], [0.2, -0.3, -0.1], [0.3, -0.4, -0.1], [0.5, 0.1, 1.3], [0.0, -0.6, -1.1], [-1.1, 0.8, -0.4], [-0.1, 0.1, -0.3], [0.0, 0.1, 0.4], [0.3, -0.2, 0.0], [0.4, -0.3, 0.2], [-0.3, 0.0, -0.3], [0.1, 0.2, 0.1], [-0.2, -0.1, 0.3], [0.0, -0.1, 0.0], [-0.2, 0.2, 0.3], [-0.2, -0.1, -0.3], [0.2, -0.2, -0.3], [0.3, 0.0, 0.3], [-0.5, 0.1, -0.3], [0.0, 0.1, 0.4], [0.3, 0.0, 0.2], [0.2, -0.2, -0.3]],
  "nbo_charge": [-0.6277, -0.0791, -0.5055, 0.7713, -0.5357, 0.1407, -0.3854, -0.3979, -0.4138, -0.6949, 0.2231, 0.2162, 0.2198, 0.2109, 0.1694, 0.2285, 0.2202, 0.2137, 0.2016, 0.2070, 0.2151, 0.2116, 0.2098, -0.7287, 0.3333, -0.2828, 0.1805, -0.2210, -0.1849, -0.1770, -0.1652, -0.0934, 0.0318, 0.0780, -0.1942, -0.1934, -0.1723, -0.1865, 0.2693, 0.2797, 0.2672, 0.2613, 0.2326, 0.2398, 0.2384, 0.2322, 0.2268, 0.2386, 0.2383, 0.2329]
}